Record 1
Molecular formula: C33H68FN9O9
Method: DFT, ωB97M-V/def2-TZVPD

Computed properties:
HOMO level (hartree): -0.32069
Energy relative to the best compared isomer or geometry (same formula, charge and spin) (kcal/mol): 0.00
HOMO-LUMO gap (eV): 9.25
Energy (a.u.): -2567.99352
E_LUMO (eV): 0.52
SMILES: Fc1ccccc1.CN(C)C=O.CN(C)C=O.CN(C)C=O.CN(C)C=O.CN(C)C=O.CN(C)C=O.CN(C)C=O.CN(C)C=O.CN(C)C=O

Last column: Mulliken charge in e.
Positions of all 120 atoms, in Å:
F (3.210, 0.704, -1.365)  -0.561
C (2.065, 0.735, -0.691)  -0.141
C (1.355, -0.412, -0.395)  -1.311
C (0.187, -0.335, 0.359)  0.385
C (-0.317, 0.926, 0.683)  0.126
C (0.307, 2.077, 0.249)  -1.122
C (1.522, 1.992, -0.432)  0.122
H (1.803, -1.355, -0.629)  0.914
H (-0.311, -1.226, 0.628)  0.167
H (-1.291, 1.035, 1.170)  0.158
H (-0.155, 3.023, 0.365)  0.519
H (2.019, 2.914, -0.764)  0.744
C (1.431, -5.215, 0.121)  -0.013
O (1.642, -4.197, -0.458)  -0.436
N (1.020, -5.287, 1.390)  0.239
C (0.652, -6.621, 1.889)  -1.073
C (0.691, -4.049, 2.201)  -0.493
H (1.468, -6.238, -0.364)  0.187
H (0.428, -7.349, 1.130)  0.338
H (-0.160, -6.494, 2.631)  0.299
H (1.444, -7.020, 2.506)  0.414
H (1.332, -3.987, 3.093)  0.415
H (0.788, -3.221, 1.501)  -0.194
H (-0.300, -4.048, 2.622)  0.306
C (-2.585, 1.756, -1.292)  0.294
O (-2.901, 0.561, -1.089)  -0.487
N (-1.893, 2.140, -2.410)  0.263
C (-1.201, 1.126, -3.269)  -0.226
C (-1.456, 3.507, -2.477)  -0.791
H (-2.914, 2.612, -0.590)  -0.011
H (-0.134, 1.243, -3.037)  -0.140
H (-1.323, 1.412, -4.336)  0.297
H (-1.574, 0.135, -3.001)  0.043
H (-1.879, 4.167, -3.301)  0.254
H (-1.792, 4.004, -1.553)  0.339
H (-0.371, 3.604, -2.435)  0.154
C (-3.863, 3.001, 2.458)  -0.150
O (-2.994, 2.432, 1.761)  -0.609
N (-5.178, 3.211, 2.149)  0.316
C (-6.092, 3.797, 3.123)  -1.076
C (-5.737, 2.619, 0.944)  -0.744
H (-3.524, 3.424, 3.424)  0.429
H (-6.550, 3.050, 3.717)  0.353
H (-6.922, 4.290, 2.644)  0.375
H (-5.649, 4.619, 3.673)  0.380
H (-4.967, 2.073, 0.419)  -0.076
H (-6.627, 2.000, 1.136)  0.389
H (-6.099, 3.407, 0.258)  0.331
C (6.017, 4.013, 2.079)  0.054
O (5.782, 4.796, 3.004)  -0.602
N (5.326, 4.003, 0.876)  0.168
C (5.777, 2.943, -0.093)  -0.785
C (4.053, 4.576, 0.705)  -0.933
H (6.828, 3.295, 2.107)  0.384
H (5.847, 3.516, -1.070)  0.207
H (4.937, 2.218, -0.217)  0.132
H (6.735, 2.443, 0.023)  0.399
H (3.196, 3.942, 1.008)  0.261
H (3.931, 5.408, 1.391)  0.440
H (3.876, 4.939, -0.287)  0.264
C (3.922, 0.351, 2.058)  0.012
O (5.056, 0.676, 1.724)  -0.604
N (3.232, 0.787, 3.213)  0.228
C (1.880, 0.274, 3.426)  -0.807
C (3.711, 1.915, 4.033)  -0.935
H (3.302, -0.392, 1.527)  0.328
H (1.810, -0.768, 3.131)  0.216
H (1.124, 0.827, 2.869)  0.299
H (1.664, 0.406, 4.520)  0.353
H (3.726, 1.575, 5.059)  0.383
H (4.726, 2.311, 3.827)  0.264
H (3.047, 2.813, 4.026)  0.307
C (2.812, 4.190, -3.273)  -0.045
O (1.680, 4.605, -3.353)  -0.614
N (3.275, 3.020, -3.723)  0.280
C (4.699, 2.762, -3.625)  -1.204
C (2.498, 2.035, -4.522)  -0.810
H (3.637, 4.842, -2.903)  0.414
H (4.856, 1.922, -3.029)  0.388
H (5.253, 3.581, -3.179)  0.355
H (5.069, 2.490, -4.577)  0.432
H (1.731, 2.551, -5.032)  0.416
H (3.173, 1.443, -5.171)  0.347
H (1.944, 1.346, -3.863)  0.047
C (-1.993, -4.494, -0.587)  0.433
O (-2.020, -5.509, 0.046)  -0.645
N (-3.118, -3.737, -0.947)  0.177
C (-4.442, -4.162, -0.460)  -0.898
C (-2.954, -2.429, -1.407)  0.968
H (-1.044, -4.065, -1.036)  0.142
H (-5.170, -4.150, -1.273)  0.340
H (-4.763, -3.447, 0.285)  0.216
H (-4.562, -5.161, -0.004)  0.296
H (-3.482, -2.218, -2.401)  0.218
H (-3.409, -1.760, -0.657)  -0.620
H (-1.876, -2.185, -1.456)  -0.604
C (1.399, -2.698, -2.906)  0.080
O (0.649, -1.766, -2.790)  -0.553
N (1.068, -3.852, -3.586)  0.185
C (-0.383, -4.087, -4.043)  -0.868
C (1.947, -5.016, -3.696)  -0.790
H (2.452, -2.695, -2.640)  0.383
H (-0.384, -4.357, -5.106)  0.360
H (-0.929, -3.176, -3.815)  0.154
H (-0.800, -4.902, -3.455)  0.335
H (1.784, -5.757, -2.915)  0.191
H (1.815, -5.443, -4.676)  0.342
H (3.002, -4.736, -3.597)  0.294
C (-5.165, -0.411, 1.999)  0.072
O (-6.247, 0.075, 2.305)  -0.643
N (-4.205, -0.791, 2.890)  0.442
C (-2.990, -1.405, 2.446)  -0.583
C (-4.476, -0.711, 4.336)  -1.025
H (-4.826, -0.549, 0.941)  0.336
H (-2.152, -0.903, 2.902)  0.372
H (-2.863, -1.280, 1.364)  -0.452
H (-2.922, -2.468, 2.667)  0.469
H (-3.564, -0.402, 4.924)  0.316
H (-5.244, 0.073, 4.484)  0.306
H (-4.871, -1.622, 4.815)  0.323

Record 2
Molecular formula: C33H68N3O2
Method: DFT, ωB97M-V/def2-TZVPD

Computed properties:
Total charge: +1
HOMO level (hartree): -0.41862
HOMO-LUMO gap (eV): 9.18
Energy (a.u.): -1612.42570
E_LUMO (eV): -2.21

Last column: Mulliken charge in e.
Positions of all 106 atoms, in Å:
C (-4.648, 9.138, 3.968)  -0.932
C (-3.650, 8.699, 5.165)  -0.535
C (-3.335, 7.102, 5.141)  -0.385
C (-4.677, 6.378, 5.622)  -0.650
C (-4.723, 4.795, 5.374)  -0.737
C (-3.849, 4.273, 4.141)  -0.352
C (-4.211, 2.693, 3.965)  -0.578
C (-3.181, 1.830, 4.833)  -0.879
C (-1.735, 1.729, 4.095)  -0.467
C (-1.741, 0.438, 3.152)  -0.732
C (-0.713, 0.512, 1.913)  -0.636
C (0.649, -0.293, 2.139)  -0.833
C (0.480, -1.900, 2.090)  -0.346
C (-0.919, -2.491, 1.584)  -0.558
C (-0.552, -2.595, -0.008)  -0.706
C (0.836, -3.441, 0.103)  0.077
C (1.714, -3.120, -1.230)  -0.647
C (2.801, -4.242, -1.561)  0.183
C (3.579, -4.049, -2.951)  -1.014
C (3.054, -2.844, -3.865)  0.423
C (3.632, -2.909, -5.386)  -0.627
C (4.872, -1.884, -5.500)  -0.895
C (4.449, -0.337, -5.377)  -0.586
C (3.105, 0.049, -6.168)  -0.961
C (1.823, -0.033, -5.193)  0.239
C (1.149, 1.434, -5.155)  -0.615
C (0.080, 1.615, -6.343)  -0.572
O (-1.165, 0.896, -6.075)  -0.383
C (-1.882, 1.590, -5.019)  -0.609
C (0.585, -4.975, 0.473)  -1.132
C (-0.571, -5.698, -0.366)  -0.710
C (-0.498, -5.478, -1.940)  0.309
N (-1.253, -4.411, -2.612)  -0.346
O (0.248, -6.181, -2.676)  -0.518
N (1.493, -2.666, 1.249)  1.084
C (2.477, -3.407, 2.129)  -0.910
N (3.523, -2.447, 2.557)  -0.316
C (4.697, -2.413, 1.640)  -0.656
H (-5.326, 8.296, 3.620)  0.264
H (-5.330, 9.998, 4.313)  0.271
H (-3.988, 9.519, 3.106)  0.283
H (-4.213, 8.863, 6.158)  0.265
H (-2.711, 9.336, 5.166)  0.354
H (-3.019, 6.863, 4.074)  0.247
H (-2.480, 6.866, 5.874)  0.267
H (-5.602, 6.872, 5.184)  0.310
H (-4.741, 6.537, 6.762)  0.246
H (-4.482, 4.203, 6.322)  0.265
H (-5.819, 4.539, 5.122)  0.246
H (-4.073, 4.821, 3.160)  0.280
H (-2.751, 4.299, 4.438)  0.257
H (-4.211, 2.368, 2.867)  0.293
H (-5.261, 2.521, 4.403)  0.383
H (-3.089, 2.317, 5.872)  0.375
H (-3.587, 0.767, 5.018)  0.374
H (-1.549, 2.713, 3.551)  0.346
H (-0.986, 1.539, 4.947)  0.214
H (-2.799, 0.338, 2.706)  0.366
H (-1.542, -0.510, 3.749)  0.296
H (-0.448, 1.598, 1.682)  0.483
H (-1.303, 0.140, 0.996)  0.217
H (1.390, 0.096, 1.344)  0.287
H (1.067, 0.044, 3.154)  0.280
H (0.560, -2.158, 3.206)  0.262
H (-1.884, -1.937, 1.816)  0.322
H (-1.053, -3.464, 2.158)  0.353
H (-0.422, -1.511, -0.363)  0.420
H (-1.468, -3.131, -0.404)  0.426
H (2.186, -2.085, -1.206)  0.440
H (0.937, -3.091, -2.078)  -0.181
H (3.596, -4.254, -0.736)  -0.125
H (2.363, -5.305, -1.572)  0.189
H (4.677, -3.814, -2.699)  0.221
H (3.616, -4.995, -3.597)  0.309
H (1.922, -2.894, -3.961)  -0.021
H (3.386, -1.872, -3.354)  -0.022
H (2.779, -2.653, -6.107)  0.298
H (3.914, -3.990, -5.596)  0.481
H (5.536, -2.116, -4.585)  0.271
H (5.502, -2.091, -6.434)  0.364
H (4.333, -0.127, -4.249)  0.316
H (5.338, 0.295, -5.749)  0.330
H (3.216, 1.074, -6.677)  0.473
H (2.993, -0.701, -7.029)  0.401
H (2.135, -0.267, -4.126)  -0.226
H (1.096, -0.844, -5.552)  0.235
H (1.977, 2.213, -5.316)  0.363
H (0.709, 1.678, -4.119)  0.322
H (0.563, 1.171, -7.289)  0.331
H (-0.102, 2.731, -6.518)  0.360
H (-1.326, 2.528, -4.648)  0.307
H (-1.985, 0.908, -4.095)  0.171
H (-2.936, 1.912, -5.338)  0.245
H (0.272, -5.045, 1.580)  0.398
H (1.531, -5.625, 0.403)  0.506
H (-0.451, -6.828, -0.190)  0.432
H (-1.601, -5.397, 0.010)  0.319
H (-2.199, -4.705, -2.877)  0.269
H (-0.726, -4.008, -3.393)  0.168
H (2.088, -1.871, 0.926)  0.400
H (1.901, -3.857, 3.017)  0.436
H (2.993, -4.279, 1.612)  0.390
H (3.804, -2.739, 3.503)  0.339
H (4.726, -3.250, 0.867)  0.173
H (5.690, -2.482, 2.216)  0.356
H (4.728, -1.430, 1.039)  0.222